Computed, not measured: a molecular structure, C43H48CoF2N4O12, with ωB97M-V/def2-TZVPD.

```
110
Properties=species:S:1:pos:R:3:forces:R:3:mulliken_spin:R:1
Co 0.174354 -1.447390 0.161836 0.1 -0.1 0.1 -0.0131
C 1.071199 6.283329 -1.830359 0.0 0.0 0.0 0.0063
C 0.329762 5.716660 -0.611022 0.0 0.0 0.0 0.0063
C -0.959656 6.521931 -0.389744 0.0 0.0 0.0 0.0053
C 1.225160 5.915795 0.610041 0.0 0.0 0.0 -0.0016
C -0.015023 4.247203 -0.853550 0.1 0.0 0.1 0.0668
C 0.429739 3.231186 -0.043082 -0.1 0.1 0.0 0.0284
C 0.098196 1.867731 -0.293501 0.0 -0.1 0.0 0.0891
N 0.532902 0.794892 0.362124 0.1 0.0 -0.1 0.2979
C 1.533748 0.824990 1.335769 0.0 0.2 0.0 -0.1054
C 2.579664 1.732375 1.447756 0.1 -0.1 0.0 0.0540
C 3.545718 1.611201 2.456411 0.0 0.0 0.0 -0.0288
C 3.419028 0.559866 3.346903 0.0 0.1 0.0 0.0453
C 2.395615 -0.395633 3.274703 0.0 0.0 0.1 0.0008
C 1.483203 -0.303570 2.215997 -0.1 0.1 -0.1 0.0259
O 0.562183 -1.196657 1.972014 0.1 -0.2 0.1 0.0267
C 2.372445 -1.513786 4.328124 0.1 -0.1 0.0 -0.0017
C 3.496658 -2.513592 4.022223 0.0 0.1 0.0 0.0002
C 1.050051 -2.285513 4.403959 0.0 0.0 0.0 0.0001
C 2.602668 -0.921526 5.729850 0.0 0.0 0.0 -0.0006
C 4.653904 2.657626 2.565313 0.0 0.0 0.1 -0.0079
C 4.029678 4.045905 2.762142 0.0 0.0 0.0 -0.0032
C 5.502622 2.672177 1.291402 0.0 0.0 0.0 -0.0035
C 5.587180 2.392495 3.748527 0.0 0.0 0.0 0.0025
C -0.883910 1.586679 -1.357855 0.1 -0.1 0.3 0.1026
O -1.351011 0.436026 -1.442171 -0.3 0.1 -0.3 0.2416
C -1.259681 2.663445 -2.250260 0.0 0.0 0.0 0.0940
C -0.822691 3.931724 -1.975791 -0.1 0.0 0.0 0.0230
C -2.112059 2.333685 -3.473772 0.0 0.0 0.0 -0.0188
C -3.466022 1.738639 -3.056991 0.0 0.0 0.0 0.0076
C -1.351693 1.321889 -4.347291 0.0 0.0 0.0 0.0109
C -2.394952 3.572288 -4.325704 0.0 0.0 0.0 -0.0022
H 1.336093 7.331618 -1.663001 0.0 0.0 0.0 0.0006
H 0.461217 6.227106 -2.731740 0.0 0.0 0.0 0.0000
H 1.986435 5.718277 -2.012207 0.0 0.0 0.0 0.0004
H -0.730158 7.578793 -0.225082 0.0 0.0 0.0 0.0017
H -1.496132 6.143487 0.481844 0.0 0.0 0.0 0.0014
H -1.626206 6.447873 -1.249612 0.0 0.0 0.0 -0.0019
H 1.447737 6.978974 0.732687 0.0 0.0 0.0 -0.0001
H 2.170545 5.386637 0.494101 0.0 0.0 0.0 0.0006
H 0.746294 5.561881 1.523458 0.0 0.0 0.0 0.0003
H 1.019551 3.465779 0.826639 0.0 0.0 0.0 0.0050
H 2.685215 2.518131 0.711996 0.0 0.0 0.0 0.0100
H 4.152375 0.452929 4.131411 0.0 0.0 0.1 0.0210
H 3.351397 -2.948052 3.032163 0.0 0.0 0.0 -0.0001
H 3.499043 -3.324142 4.757231 0.0 0.0 0.0 -0.0001
H 4.474110 -2.028692 4.037776 0.0 0.0 0.0 0.0004
H 0.865671 -2.863519 3.505934 0.0 0.0 0.0 -0.0001
H 0.206630 -1.607798 4.536417 0.0 0.0 0.0 0.0001
H 1.092430 -2.960906 5.265354 0.0 0.0 0.0 -0.0001
H 3.556253 -0.404463 5.824907 0.1 0.0 0.0 0.0008
H 2.590746 -1.726183 6.470424 0.0 0.0 0.0 -0.0001
H 1.807933 -0.215023 5.978206 0.0 0.0 0.0 0.0001
H 3.399681 4.319961 1.918201 0.0 0.0 0.0 0.0024
H 4.808655 4.807326 2.865959 0.0 0.0 0.0 0.0000
H 3.407306 4.057575 3.659172 0.0 0.0 0.0 0.0009
H 4.890644 2.846873 0.406490 0.0 0.0 0.0 0.0011
H 6.011391 1.714604 1.164354 0.0 0.0 0.0 0.0021
H 6.262687 3.457155 1.342572 0.0 0.0 0.0 -0.0001
H 5.039805 2.391685 4.692819 0.0 0.0 0.0 -0.0002
H 6.349947 3.173843 3.797371 0.0 0.0 0.0 0.0000
H 6.096268 1.432291 3.647669 0.0 0.0 0.0 -0.0006
H -1.120283 4.742630 -2.628757 0.0 0.0 0.0 0.0190
H -3.321596 0.835798 -2.470951 0.0 0.0 0.0 -0.0018
H -4.056245 1.495825 -3.945784 0.0 0.0 0.0 0.0011
H -4.029246 2.460063 -2.458524 0.0 0.0 0.0 -0.0028
H -1.084631 0.439095 -3.771933 0.0 0.0 0.0 0.0000
H -0.430019 1.771419 -4.723989 0.0 0.0 0.0 -0.0028
H -1.966141 1.016990 -5.199828 0.0 0.0 0.0 0.0005
H -2.960162 4.323535 -3.768937 0.0 0.0 0.0 0.0006
H -2.989035 3.279603 -5.194548 0.0 0.0 0.0 -0.0002
H -1.473092 4.031680 -4.688140 0.0 0.0 0.0 0.0007
O -1.697434 -1.442470 0.723940 -0.1 0.0 -0.4 -0.0032
C -2.646724 -1.653689 -0.028284 0.2 0.1 0.2 -0.0114
C -2.625226 -2.023481 -1.416900 0.1 -0.1 0.0 0.0115
C -3.846573 -2.220078 -2.043266 -0.1 0.0 0.0 -0.0010
C -3.915304 -2.564200 -3.378145 0.1 0.1 0.1 0.0005
C -2.728052 -2.718982 -4.128583 0.0 0.0 0.0 -0.0009
C -1.519080 -2.535211 -3.539731 0.0 0.0 0.1 0.0020
C -1.394658 -2.162951 -2.152268 0.2 0.1 0.0 -0.0047
O -0.248105 -1.991068 -1.667843 -0.2 0.1 0.0 0.0036
N -5.185847 -2.762319 -4.002486 0.0 -0.1 0.0 0.0001
O -6.204941 -2.626538 -3.333929 0.0 0.0 0.0 -0.0002
O -5.211487 -3.072948 -5.189559 0.0 0.0 0.0 -0.0002
H -3.654094 -1.565497 0.410848 0.0 0.0 0.0 -0.0022
H -4.763898 -2.096537 -1.482580 0.0 0.0 0.0 -0.0002
H -2.806079 -2.980503 -5.174121 0.0 0.0 0.0 -0.0002
H -0.597139 -2.629456 -4.097294 0.0 0.0 0.0 -0.0001
O 2.058047 -0.131017 -2.131105 0.0 0.1 0.0 0.0070
C 2.551096 -0.698606 -1.173994 0.0 -0.3 0.1 -0.0038
O 2.020616 -1.463885 -0.290043 0.1 0.2 -0.2 -0.0051
C 4.054868 -0.530397 -0.939418 0.0 0.0 0.1 0.0042
C 4.686997 -1.126781 0.146309 0.1 0.1 0.0 0.0014
C 6.054400 -0.948827 0.300507 -0.2 0.1 -0.2 -0.0001
C 6.810727 -0.190532 -0.573122 0.1 0.0 0.0 -0.0002
C 6.148318 0.401896 -1.629426 -0.2 -0.2 0.1 0.0002
C 4.783456 0.247786 -1.825482 0.1 0.0 0.0 0.0015
N 6.929022 1.216366 -2.567304 0.0 0.0 0.0 0.0000
O 8.130857 1.286712 -2.396767 0.3 0.0 0.1 0.0000
O 6.338607 1.773455 -3.465154 -0.2 0.1 -0.2 0.0000
N 6.742853 -1.570159 1.439858 0.0 -0.1 -0.1 0.0007
O 6.117348 -2.342836 2.127610 -0.1 -0.1 0.1 0.0001
O 7.913711 -1.288223 1.617463 0.2 0.1 0.0 -0.0001
H 4.103354 -1.698956 0.854583 0.0 0.0 0.0 -0.0030
H 7.870667 -0.056838 -0.425875 0.0 0.0 0.0 -0.0001
H 4.267321 0.715829 -2.651236 0.0 0.0 0.0 -0.0007
F -0.681378 -3.911067 1.092010 0.1 0.0 -0.1 0.0000
C 0.393659 -3.326188 0.435151 -0.1 -0.1 0.0 -0.0037
F 1.493190 -3.652730 1.190717 -0.1 0.0 0.0 -0.0002
H 0.499763 -3.843757 -0.525709 0.0 0.0 0.1 -0.0004
```
Forces are in eV/Å.

As for the expectation value of S²: 0.777. The molar mass comes out at 909.8 g mol⁻¹. As for the orbital gap (spin up / spin down): 0.162 / 0.194 Eh. The spin multiplicity is 2. As for the charge: -2. The energy above the lowest of the compared OMol25 structures with the same formula, charge and spin is 47.8 kcal per mole. The value obtained for the calculated total energy is -4371.66536 a.u.